No. 1
Computed, not measured: C4H8ClN3 in the gas phase, with ωB97M-V with the def2-TZVPD basis set.

The geometry in XYZ format:
```
16
Properties=species:S:1:pos:R:3:nbo_charge:R:1
C -1.7574 2.6197 0.0563 -0.427
N -0.7311 1.6300 0.0013 -0.472
C -1.1560 0.4728 -0.2431 0.092
C -0.3384 -0.6921 0.0285 -0.269
Cl -1.2094 -2.1296 0.0273 0.017
C 1.0656 -0.7049 -0.0302 0.075
N 1.9172 0.3281 0.2681 -0.466
N 3.3316 0.2796 -0.1651 -0.662
H -2.9344 2.3092 -0.1314 0.181
H -1.7457 3.0258 1.0414 0.201
H -1.3258 3.5932 -0.5860 0.196
H -2.2629 0.1956 -0.2542 0.166
H 1.6102 -1.7001 -0.1768 0.215
H 1.3747 1.2805 0.1404 0.415
H 3.3732 1.1963 -0.8935 0.365
H 3.9638 0.4659 0.7984 0.372
```

Output
HOMO level	-7.6	eV
SMILES	C/N=C/C(Cl)=C\NN
frontier orbital gap	8.3	eV
energy above the lowest of the compared OMol25 structures with the same formula, charge and spin	93.1	kcal/mol
net charge	0
E_tot	-781.526228	hartree
F_max	4.33	eV/A

No. 2
Computed, not measured: 14 unconnected molecules or ions with the total composition C32H92O24, with ωB97M-V with the def2-TZVPD basis set.

The geometry in XYZ format:
```
148
Properties=species:S:1:pos:R:3:lowdin_charge:R:1
C -5.8499 0.7516 -3.8199 -0.042
C -5.3520 0.0938 -2.4992 -0.486
C -4.1663 0.8342 -1.9787 -0.071
O -6.4090 0.1648 -1.5624 -0.036
H -6.8947 0.5830 -4.0807 0.073
H -5.2976 0.4222 -4.7000 0.062
H -5.7384 1.8324 -3.7330 0.076
H -4.9502 -0.8900 -2.7418 0.123
H -3.5416 0.3018 -1.2616 0.073
H -4.5261 1.6663 -1.3736 0.093
H -3.5462 1.1255 -2.8266 0.059
H -6.0515 0.1366 -0.6719 0.039
C 1.4460 3.0070 4.4764 -0.034
C 2.7426 3.2794 5.2241 -0.455
C 3.2891 2.1235 6.0457 -0.055
O 3.7336 3.4030 4.2210 -0.069
H 1.4331 2.0532 3.9490 0.073
H 1.1591 3.7525 3.7348 0.070
H 0.6555 2.9447 5.2244 0.081
H 2.6773 4.1854 5.8267 0.139
H 3.3590 1.1906 5.4864 0.060
H 2.5632 1.8113 6.7966 0.080
H 4.2367 2.2286 6.5740 0.086
H 4.5296 3.6755 4.6835 0.103
C -0.9269 0.3673 1.2361 -0.014
C 0.2651 0.0564 0.3749 -0.530
C -0.1425 -0.4779 -0.9312 -0.030
O 0.9275 1.2011 0.0802 -0.033
H -1.7138 0.9371 0.7421 0.085
H -0.6631 0.8972 2.1514 0.075
H -1.3368 -0.5981 1.5327 0.067
H 0.9933 -0.6126 0.8335 0.126
H -0.7431 -1.3795 -0.8108 0.078
H 0.7451 -0.7184 -1.5165 0.068
H -0.6479 0.1835 -1.6350 0.075
H 1.8464 0.9493 -0.0380 0.071
C 0.2925 -5.4021 2.8310 -0.035
C 1.0270 -4.1572 3.4173 -0.473
C 0.2087 -2.8220 3.1052 -0.035
O 1.0060 -4.2595 4.7726 -0.041
H -0.7002 -5.4805 3.2742 0.075
H 0.8033 -6.3481 3.0107 0.077
H 0.1010 -5.4162 1.7580 0.065
H 2.0334 -4.0645 3.0089 0.123
H 0.2718 -2.7058 2.0233 0.053
H 0.6202 -1.9069 3.5310 0.066
H -0.8313 -2.8594 3.4294 0.067
H 1.4923 -3.5232 5.1508 0.095
C 4.0757 -3.5335 -1.7964 -0.247
C 2.5828 -3.2905 -1.4634 -0.220
O 2.3395 -3.0739 -0.0826 -0.081
O 4.6267 -4.4910 -0.9377 -0.055
H 4.5902 -2.5848 -1.6436 0.103
H 4.2391 -3.8637 -2.8223 0.118
H 2.1481 -4.2805 -1.6011 0.117
H 2.0767 -2.6239 -2.1616 0.091
H 2.4891 -2.1493 0.1280 0.036
H 4.2407 -4.3348 -0.0727 0.072
C -2.7762 1.7317 4.5002 -0.245
C -4.0631 2.2533 3.8652 -0.168
O -4.1807 1.7969 2.4599 -0.084
O -2.8295 0.3192 4.5953 -0.067
H -2.6250 2.1679 5.4876 0.119
H -1.8907 2.0451 3.9473 0.098
H -4.1118 3.3360 3.9807 0.119
H -4.9160 1.8631 4.4206 0.124
H -3.8339 2.5038 1.9108 0.090
H -3.3203 -0.0054 3.8367 0.038
C -0.8333 2.8745 -3.4679 -0.279
C 0.5280 2.2982 -3.4787 -0.221
O 1.2747 3.0794 -4.4250 -0.067
O -1.6476 2.5520 -4.5682 -0.042
H -0.7738 3.9581 -3.3656 0.127
H -1.2666 2.6629 -2.4904 0.105
H 0.3481 1.2926 -3.8589 0.092
H 1.0653 2.2825 -2.5305 0.123
H 1.0495 2.8550 -5.3308 0.079
H -1.8171 3.3336 -5.0992 0.094
C -2.6279 -4.7781 0.7732 -0.230
C -2.0304 -3.6590 -0.0965 -0.262
O -2.7771 -3.6166 -1.2848 -0.059
O -2.1994 -6.0915 0.3773 -0.052
H -3.6806 -4.5841 0.9788 0.109
H -2.2643 -4.5882 1.7830 0.086
H -0.9931 -3.9084 -0.3200 0.119
H -2.0899 -2.7351 0.4789 0.088
H -2.2654 -3.0742 -1.8894 0.039
H -2.6675 -6.4158 -0.3956 0.084
C -0.5679 -1.0518 -4.8722 -0.200
C -2.0216 -0.8047 -4.2212 -0.196
O -2.4548 -2.0576 -3.7695 -0.065
O 0.3721 -1.4624 -3.9162 -0.099
H -0.2627 -0.2184 -5.5049 0.114
H -0.5756 -1.9042 -5.5516 0.118
H -2.6950 -0.3479 -4.9465 0.120
H -1.8495 -0.1756 -3.3479 0.084
H -2.8397 -2.5522 -4.4968 0.106
H 0.3138 -2.4180 -3.8445 0.114
C 4.2780 3.3211 -0.9859 -0.248
C 4.3903 2.0471 -1.8600 -0.192
O 3.6715 0.9632 -1.2922 -0.100
O 4.9677 3.2127 0.2016 -0.056
H 3.2598 3.5796 -0.6951 0.103
H 4.7349 4.0934 -1.6047 0.120
H 5.4389 1.7529 -1.9030 0.125
H 4.0550 2.2510 -2.8769 0.111
H 3.3172 0.4330 -2.0098 0.035
H 4.7739 2.3635 0.6053 0.042
C 4.4397 -1.0495 1.9707 -0.157
C 3.7446 0.1993 2.6725 -0.202
O 3.9426 1.4668 2.0869 -0.089
O 4.0426 -1.0754 0.6123 -0.084
H 4.0664 -1.9642 2.4314 0.115
H 5.5133 -0.9587 2.1354 0.117
H 4.0209 0.3157 3.7205 0.096
H 2.6556 0.1690 2.7087 0.102
H 3.7042 2.1967 2.6631 0.057
H 3.9722 -0.1935 0.2396 0.044
C 0.1728 6.1997 0.3933 -0.199
C 0.4704 4.6733 0.6154 -0.270
O -0.3664 3.8782 -0.1168 -0.055
O -1.0173 6.6627 1.0582 -0.076
H 0.1433 6.3507 -0.6858 0.116
H 0.9891 6.7655 0.8423 0.115
H 0.5403 4.2965 1.6358 0.103
H 1.5061 4.6752 0.2758 0.096
H -0.0635 2.9712 -0.0323 0.045
H -1.7751 6.4078 0.5267 0.074
C -5.5035 -1.7471 1.3449 -0.203
C -4.9461 -2.2283 2.6232 -0.241
O -3.5512 -1.9470 2.7082 -0.082
O -5.7446 -0.3129 1.2950 -0.072
H -6.4204 -2.2831 1.0995 0.133
H -4.7804 -2.0442 0.5854 0.116
H -5.0669 -3.3104 2.6739 0.121
H -5.4211 -1.7036 3.4521 0.130
H -3.3283 -2.2650 3.5861 0.085
H -5.0906 0.1998 1.7757 0.037
C 2.9807 -0.9838 -5.7137 -0.203
C 3.0896 0.1807 -4.8133 -0.220
O 2.6622 -0.1387 -3.4896 -0.094
O 4.0301 -1.9232 -5.3097 -0.065
H 3.2628 -0.6138 -6.6994 0.120
H 2.0230 -1.4942 -5.8161 0.111
H 2.3912 0.9771 -5.0704 0.100
H 4.0734 0.6472 -4.8642 0.133
H 1.8743 -0.6805 -3.5751 0.026
H 4.8356 -1.4011 -5.3204 0.077
```

Output
HOMO level	-9.4	eV
frontier orbital gap	9.6	eV
net charge	0
E_tot	-3079.941772	hartree
F_max	3.63	eV/A

No. 3
Computed, not measured: a molecular structure, C20H43GdN2P3S2, with ωB97M-V with the def2-TZVPD basis set.

The geometry in XYZ format:
```
71
Properties=species:S:1:pos:R:3:mulliken_spin:R:1
Gd 0.5338 -1.5460 -1.0793 7.666
P -0.5673 1.3954 0.6502 -0.008
P -2.5307 -1.7611 -1.1105 -0.071
P 2.5666 0.5795 -0.9455 -0.062
H 1.7565 -2.9398 -4.1222 0.007
C 2.5371 -2.6076 -3.3895 0.024
C 2.5658 -2.9186 -1.9475 -0.123
H 1.8478 -3.6531 -1.5113 -0.018
C -0.8944 2.9009 -0.3204 0.002
C -2.0355 1.4558 1.7191 -0.002
C 0.6336 2.0447 1.8960 0.002
C -3.5784 -3.1148 -1.6956 -0.001
C -3.2029 -1.4345 0.5947 -0.005
C -3.0170 -0.2202 -1.9465 -0.005
C 4.0169 -0.1241 -1.8220 0.002
C 3.4712 0.6415 0.6161 0.004
C 2.6231 2.3125 -1.4654 0.005
H 3.5298 -2.3850 -3.8773 0.000
H 3.5698 -2.7961 -1.4882 0.003
H -1.4638 3.6312 0.2668 0.000
H -1.4683 2.6547 -1.2164 0.000
H 0.0358 3.3628 -0.6573 0.000
H -1.9817 2.3220 2.4104 0.000
H -2.1229 0.5236 2.3102 0.000
H -2.9408 1.5762 1.0912 0.000
H 0.0946 2.6037 2.6664 0.000
H 1.3559 2.7115 1.4141 -0.001
H 1.1599 1.2136 2.3765 0.001
H -4.2691 -3.4451 -0.9099 0.000
H -2.8786 -3.9077 -1.9251 0.000
H -4.1103 -2.8232 -2.6023 -0.001
H -3.3997 -0.3742 0.7884 0.001
H -2.4642 -1.7666 1.3347 -0.002
H -4.1333 -1.9655 0.7617 -0.001
H -3.8170 -0.3874 -2.6663 -0.001
H -2.1931 0.1998 -2.5342 -0.002
H -3.3450 0.5951 -1.2829 0.000
H 4.7551 0.6929 -1.9666 0.000
H 3.7395 -0.5375 -2.8014 0.004
H 4.5074 -0.9156 -1.2205 0.002
H 4.4085 1.1956 0.4629 0.001
H 3.7748 -0.3547 0.9584 -0.001
H 2.9534 1.1264 1.4371 0.001
H 3.6014 2.4844 -1.9193 0.002
H 2.4666 2.9740 -0.6078 -0.001
H 1.8459 2.4947 -2.2093 -0.001
C -0.0172 -0.1353 -4.4892 0.017
C -0.2961 1.2444 -4.7058 -0.041
C -1.0662 1.5358 -5.8399 0.018
C -1.6200 0.4664 -6.5663 -0.066
C -1.7359 -0.8473 -6.0233 0.027
C -0.9530 -1.1281 -4.8925 -0.046
S 1.3970 -0.5614 -3.6065 -0.222
H 1.0911 0.6835 -1.4237 -0.051
H 0.0903 1.9781 -3.9881 -0.004
H -1.2069 2.5781 -6.0949 0.000
H -2.1297 0.6147 -7.5365 -0.002
H -2.3749 -1.6398 -6.4758 0.000
H -0.9295 -2.0590 -4.3323 -0.002
S 0.8314 -2.6693 1.2610 -0.043
C 0.6138 -1.4956 2.4801 -0.003
N 1.6538 -0.7970 3.0494 0.001
C 1.2960 -0.5073 4.4631 0.000
C -0.2039 -0.7746 4.5338 0.000
N -0.5235 -1.2714 3.1893 -0.002
H 2.5891 -1.1265 2.8375 0.000
H 1.5782 0.5076 4.7870 0.000
H 1.8958 -1.2030 5.0684 0.000
H -0.7819 0.1112 4.8211 0.000
H -0.4098 -1.5314 5.2992 0.000
H -1.3945 -1.7477 2.9632 0.000
```

Output
HOMO level (alpha / beta)	-15.7 / -16.0	eV
frontier orbital gap (alpha / beta)	4.5 / 5.3	eV
energy above the lowest of the compared OMol25 structures with the same formula, charge and spin	87.8	kcal/mol
multiplicity	8
net charge	+3
E_tot	-3482.354305	hartree
F_max	3.67	eV/A